The molecule C21H36Br2FNO3 in a non-equilibrium geometry. Source: OMol25; level of theory: ωB97M-V/def2-TZVPD.

Geometry as XYZ:
```
64
Properties=species:S:1:pos:R:3:nbo_charge:R:1
H 0.208 2.966 3.457 0.21
H -0.329 -1.259 -0.814 0.19
C 2.264 -2.082 -2.066 0.04
C -0.531 2.243 5.520 -0.42
Br 4.506 -1.851 0.011 0.07
C -2.251 0.218 3.286 -0.43
H -3.922 3.114 4.620 0.21
C -0.738 0.830 -2.869 -0.45
C -1.788 3.228 5.272 -0.41
H -2.048 2.790 -5.487 0.19
H -2.187 3.549 6.303 0.21
H -0.825 1.188 5.866 0.21
F 0.070 3.189 -5.267 -0.39
H -0.099 -2.850 -1.804 0.17
C -0.901 -1.960 1.504 -0.42
H -3.667 -1.571 2.899 0.20
O 1.666 0.305 -2.068 -0.52
H -1.544 -0.469 3.895 0.21
H 5.015 -2.757 -4.957 0.24
H -0.998 -2.435 2.560 0.21
H -0.068 0.719 -5.003 0.22
H -1.362 3.119 -3.727 0.17
H 1.856 -2.985 -2.670 0.20
H -2.170 -0.447 0.321 0.20
H 4.400 -4.401 -4.381 0.24
H -1.485 1.506 -2.299 0.22
C 0.785 1.304 -2.651 -0.10
C 1.982 -0.749 -2.987 0.36
C 3.937 0.550 -3.406 0.53
C -3.127 1.043 4.371 -0.41
H -0.939 -0.274 -2.649 0.22
H -1.199 -3.823 0.173 0.21
C 0.207 -2.290 -0.853 -0.08
H -4.020 -0.049 1.922 0.20
Br 6.696 -3.123 -2.302 0.07
H -1.353 4.191 4.795 0.21
H 0.497 1.144 3.809 0.21
C -2.313 -1.321 1.074 -0.42
C 4.759 -2.874 -2.732 -0.07
H -3.016 -2.065 0.534 0.21
H 0.487 -3.672 0.981 0.23
C 3.821 -2.351 -1.801 -0.11
C -3.153 -0.701 2.325 -0.40
H -2.900 0.736 5.460 0.21
H 1.287 1.717 -3.606 0.21
H -1.963 0.432 -4.819 0.22
H -2.765 2.977 3.190 0.20
H -1.669 0.983 2.661 0.21
C -1.053 1.027 -4.468 -0.45
H -4.242 0.774 4.186 0.21
H 1.556 2.429 4.628 0.22
N 4.511 1.607 -3.214 -0.36
H 0.769 2.197 -1.909 0.22
C -2.916 2.641 4.284 -0.42
C 0.497 2.198 4.264 -0.64
C -0.355 -3.088 0.457 -0.42
H -0.079 -1.139 1.543 0.22
H 3.244 -2.898 -4.491 0.23
H 0.059 2.706 6.408 0.21
O 1.630 -1.999 -0.763 -0.52
C -1.186 2.630 -4.754 0.03
C 4.297 -3.280 -4.212 -0.67
O 3.073 -0.438 -3.894 -0.51
H 1.081 -1.048 -3.658 0.18
```

Summary:
Calculated total energy in eV: -172787.61261
Maximum force in eV/A: 6.7
Kohn-Sham gap in hartree: 0.3429
SMILES: CCCCCCCCCCCO[C@H](/C(Br)=C(\C)Br)[C@H](OC#N)OCCCCF
Charge: 0